Computed, not measured: a 3-piece molecular cluster, C6H6O2 overall, with the ωB97M-V functional and the def2-TZVPD basis.

Structure (XYZ):
```
14
Properties=species:S:1:pos:R:3:forces:R:3:mulliken_charge:R:1
C 0.27983 0.79937 1.96983 0.0 0.0 0.3 -1.064
C 0.77531 0.23599 -0.90726 -0.4 0.0 -0.1 0.801
C 0.34277 -0.42898 1.17883 0.3 -0.2 0.4 0.531
C 0.40617 -1.72312 1.30545 0.0 0.0 0.2 -0.741
O -0.39165 0.00954 -0.79776 0.3 0.2 -0.7 -0.365
C -0.73991 0.55043 -2.90426 -0.7 0.0 -0.5 -0.457
C -1.71984 0.59376 -3.63470 0.6 0.0 0.5 -0.266
O 1.86290 0.51300 -1.16672 -0.2 -0.1 0.2 -0.346
H -0.66609 1.31874 1.80276 0.1 0.0 0.0 0.289
H 0.34334 0.53761 3.03452 0.0 0.1 0.0 0.367
H 1.09837 1.48238 1.73406 0.0 0.0 0.0 0.311
H 0.33963 -2.40995 0.47090 0.0 0.0 0.0 0.276
H 0.54310 -2.15817 2.29691 -0.1 0.0 0.0 0.271
H -2.47392 0.67940 -4.38258 0.0 0.0 0.0 0.393
```
Positions in Å, forces in eV/Å.

Values from the calculation:
**Energy above the lowest of the compared OMol25 structures with the same formula, charge and spin**: 172.8 kcal per mole
**Charge**: 0
**HOMO energy (spin up / spin down)**: -8.1 / -9.6 eV
**Total energy**: -382.41044 a.u.